Arrangement 1

Molecular formula: C4H4O2S2
Method: DFT, wB97M-V/def2-TZVPD

Properties
Highest occupied orbital energy   -9.650 eV
SMILES   O=C1C(=O)[C@@H](S)[C@@H]1S
Frontier orbital gap   8.37 eV
Spin multiplicity   1

Geometry (Å):
1 O -3.146 -1.228 -0.051
2 C -1.960 -1.203 -0.131
3 C -0.728 -2.021 0.277
4 O -0.349 -3.149 0.149
5 C -0.043 -0.702 0.663
6 S 1.772 -0.747 0.129
7 C -0.944 0.060 -0.239
8 S -1.571 1.741 0.342
9 H -0.267 -0.552 1.740
10 H 1.623 -2.123 -0.331
11 H -0.520 0.107 -1.351
12 H -2.771 1.632 -0.175

Atomic partial charges in e from the Löwdin method, atoms 1 to 5:
1. O 0.16
2. C -0.28
3. C -0.35
4. O 0.13
5. C -0.60

Arrangement 2

Molecular formula: C4H4O2S2
Method: DFT, wB97M-V/def2-TZVPD

Properties
Highest occupied orbital energy   -8.623 eV
SMILES   O=C(S)C1=COCS1
Frontier orbital gap   8.74 eV
Spin multiplicity   1

Geometry (Å):
1 O 2.028 2.069 -0.397
2 C 1.715 0.922 -0.130
3 S 3.145 -0.238 0.165
4 C 0.328 0.331 -0.133
5 C -0.138 -0.887 -0.322
6 O -1.474 -1.019 -0.375
7 C -2.097 0.150 0.289
8 S -0.978 1.528 0.043
9 H 2.435 -1.403 0.194
10 H 0.326 -1.779 -0.609
11 H -2.187 -0.067 1.406
12 H -3.103 0.392 -0.130

Atomic partial charges in e from the Löwdin method, atoms 1 to 5:
1. O -0.01
2. C -0.72
3. S 0.78
4. C -0.49
5. C -0.19

Arrangement 3

Molecular formula: C4H4O2S2
Method: DFT, wB97M-V/def2-TZVPD

Properties
Highest occupied orbital energy   -9.450 eV
SMILES   O=C(CO)C(=S)C=S
Frontier orbital gap   7.27 eV
Spin multiplicity   1

Geometry (Å):
1 O 0.599 0.047 1.973
2 C 0.512 0.131 0.742
3 C 1.588 -0.353 -0.125
4 O 1.312 -0.914 -1.490
5 C -0.720 0.800 0.125
6 S -0.929 2.361 -0.421
7 C -2.151 0.218 0.151
8 S -2.294 -1.427 -0.044
9 H 2.317 0.622 -0.079
10 H 2.231 -1.007 0.300
11 H 0.563 -1.504 -1.287
12 H -3.028 1.025 0.155

Atomic partial charges in e from the Löwdin method, atoms 1 to 5:
1. O 0.10
2. C -0.44
3. C -0.14
4. O -0.06
5. C -0.69

The least stable of them is arrangement 3.

Arrangement 1

Molecular formula: Cl3H3Si3
Method: DFT, wB97M-V/def2-TZVPD

Properties
Highest occupied orbital energy   -7.359 eV
Frontier orbital gap   5.95 eV
Spin multiplicity   1

Geometry (Å):
1 Si -2.300 -1.091 1.459
2 Si -1.635 0.881 0.433
3 Si 2.234 0.408 -1.020
4 Cl -4.171 -0.875 0.474
5 Cl 1.517 2.533 -1.115
6 Cl 2.833 -0.153 0.796
7 H -2.656 -2.460 1.822
8 H 0.778 -0.165 -0.951
9 H 3.399 0.922 -1.897

Atomic partial charges in e from the Löwdin method, atoms 1 to 5:
1. Si -0.07
2. Si 0.35
3. Si -0.12
4. Cl -0.02
5. Cl -0.03

Arrangement 2

Molecular formula: Cl3H3Si3
Method: DFT, wB97M-V/def2-TZVPD

Properties
Highest occupied orbital energy (alpha / beta)   -8.585 / -7.530 eV
Frontier orbital gap (alpha / beta)   6.80 / 5.53 eV
Spin multiplicity   1

Geometry (Å):
1 Si -1.321 1.797 0.480
2 Si 0.738 1.052 -0.204
3 Si 0.629 -1.224 0.436
4 Cl -2.277 1.406 -1.315
5 Cl -1.221 -1.862 -0.248
6 Cl 1.965 -2.316 -0.608
7 H -2.346 2.729 1.033
8 H 3.143 0.217 -1.352
9 H 0.689 -1.800 1.778

Atomic partial charges in e from the Löwdin method, atoms 1 to 5:
1. Si 0.10
2. Si 0.19
3. Si -0.58
4. Cl 0.12
5. Cl 0.14

The least stable of them is arrangement 2.